Record 1
9
Properties=species:S:1:pos:R:3:forces:R:3:nbo_charge:R:1 method="wB97M-V/def2-TZVPD" relative_energy_kcal_mol=107.1 energy_ha=-668.63346 spin_multiplicity=1
C -1.972020 -0.370704 0.000479 1.09 0.40 0.41 0.2751
C 0.711999 0.746771 0.238218 -0.92 0.36 0.70 0.0116
N 1.576631 0.073860 -0.310655 -0.57 0.08 0.06 -0.4889
O -1.840523 -1.567681 0.063638 0.20 0.55 1.00 -0.5225
Cl 3.401659 -0.083884 0.055676 0.37 -0.16 0.15 -0.1054
H -1.550250 0.475573 0.706427 -1.00 -1.95 -0.62 0.1222
H 0.766767 1.327229 1.163389 0.80 0.07 -0.45 0.1874
H -2.397959 -0.001873 -0.912407 -0.64 0.87 -0.72 0.1032
H 1.303696 -0.599291 -1.004761 0.68 -0.23 -0.54 0.4172

---

Record 2
10
Properties=species:S:1:pos:R:3:forces:R:3:nbo_charge:R:1 method="wB97M-V/def2-TZVPD" relative_energy_kcal_mol=45.2 energy_ha=-301.41515 spin_multiplicity=1
O -1.866846 -1.018128 0.045544 -0.31 0.19 0.09 -0.6433
C -0.678664 -0.397052 0.154782 0.26 -0.33 0.55 0.4051
N 0.379848 -1.054835 0.460612 -0.93 0.07 0.83 -0.4077
C 1.439408 -0.125098 0.130090 0.14 -0.84 -0.45 -0.1538
N 0.915965 1.185032 -0.085285 -0.50 -0.33 -0.40 -0.3522
C -0.362951 1.005860 -0.101172 0.22 0.18 -0.08 -0.0341
H -2.553152 -0.382267 -0.180086 -0.03 0.01 0.02 0.4826
H 2.419242 -0.190432 0.608524 -0.51 -0.03 0.27 0.2238
H 1.434191 -0.770173 -0.779886 1.51 1.17 -0.87 0.2785
H -1.072050 1.806338 -0.303621 0.14 -0.09 0.04 0.2012

---

Record 3
52
Properties=species:S:1:pos:R:3:forces:R:3:nbo_charge:R:1 method="wB97M-V/def2-TZVPD" energy_ha=-1888.06824 s2=2.024 spin_multiplicity=3
Mo 0.041042 -0.017939 -0.149928 -1.69 -2.80 0.84 0.2656
Si 2.309221 0.599056 -0.208708 1.52 0.21 -0.21 0.7062
P -0.566151 0.394952 -2.377204 0.62 -0.15 -0.10 1.0451
N 0.293347 -1.788094 -0.088953 0.05 0.61 -0.16 -0.6718
H 0.233296 1.118302 1.006999 1.61 1.95 0.80 -0.2530
C -2.343459 0.627729 -2.568129 -0.39 0.23 -0.48 -0.9636
H -2.543830 0.915667 -3.609242 -0.25 -0.04 0.19 0.2248
H -2.667154 1.418039 -1.879028 0.07 -0.21 -0.30 0.2719
H -2.866384 -0.312219 -2.340568 0.20 0.26 -0.04 0.2440
C 0.294358 1.706772 -3.300984 -0.32 0.09 -0.49 -0.9529
H -0.047629 1.637341 -4.347410 0.25 0.29 0.19 0.2162
H 1.381207 1.532969 -3.258241 -0.40 0.00 0.04 0.2516
H 0.050125 2.689566 -2.867335 0.10 -0.46 -0.19 0.2719
C -0.209654 -1.118162 -3.376591 -0.18 0.47 -0.22 -0.9417
H -0.426454 -0.837352 -4.429274 0.19 -0.53 0.40 0.2167
H -0.872741 -1.939736 -3.034496 0.51 0.43 -0.24 0.2498
H 0.856710 -1.394988 -3.246572 -0.68 0.10 -0.12 0.2556
C 2.939381 2.343722 -0.127266 0.21 0.60 0.00 -1.1030
H 2.762239 2.745884 0.872032 -0.01 0.19 -0.02 0.2104
H 2.430743 2.963997 -0.868876 0.05 0.10 0.06 0.2200
H 4.012433 2.398805 -0.327350 -0.04 -0.05 0.02 0.2321
H 3.126542 -0.084027 0.821997 0.04 -0.21 0.33 -0.1888
H 2.930358 0.121026 -1.457392 0.25 -0.29 -0.53 -0.2044
C 0.190373 -3.125652 -0.292733 0.26 -0.92 -0.71 0.1373
C -1.108943 -5.173116 -0.324337 0.43 0.01 0.08 -0.1921
C -1.020798 -3.816847 -0.044116 0.60 0.27 -0.09 -0.2658
C 1.299264 -3.812242 -0.869355 -0.41 0.26 0.36 -0.2451
C 1.199950 -5.171355 -1.136580 -0.18 0.05 0.27 -0.2019
C -0.002348 -5.849352 -0.855606 0.22 -0.09 0.00 -0.2641
H -2.035032 -5.696743 -0.077273 0.31 0.01 -0.23 0.2078
H -1.859231 -3.248593 0.358065 0.16 -0.16 -0.06 0.2145
H 2.212963 -3.230324 -1.077574 -0.54 -0.40 0.15 0.2223
H 2.093024 -5.690736 -1.517177 -0.66 0.10 0.09 0.2121
H -0.058662 -6.921567 -1.024166 -0.03 0.16 -0.04 0.2072
C -1.134901 3.603088 0.234043 1.03 -3.83 -1.79 0.6077
O -1.198311 3.050767 -0.876994 -0.55 1.61 1.35 -0.5897
C -2.090048 3.240428 1.317770 -0.55 0.07 0.68 -0.7191
H -2.570034 4.174368 1.635138 -0.26 -0.24 0.21 0.2276
H -1.569512 2.800552 2.204703 -0.13 0.55 -0.76 0.2391
H -2.811069 2.472609 1.002277 0.13 0.60 -0.10 0.2435
C 0.092456 4.325230 0.619269 0.08 1.31 0.25 -0.7303
H -0.086610 5.298237 0.137196 0.55 0.25 0.40 0.2410
H 1.059099 3.927462 0.252442 -1.02 -0.02 0.10 0.2694
H 0.085667 4.428015 1.712840 0.34 0.31 -0.31 0.2090
N 0.496189 0.784963 3.488195 0.52 0.09 -0.27 -0.7738
C -0.402782 -0.149719 3.185158 -1.51 0.53 -0.05 0.3776
N -0.729883 -1.082384 4.116682 0.58 0.10 -0.41 -0.7766
S -1.453171 -0.006664 1.793826 -0.85 -1.01 1.25 -0.1349
H 1.050261 0.733341 4.336897 -0.14 0.01 -0.36 0.3994
H 0.726243 1.506202 2.779848 -0.22 -0.96 0.48 0.4500
H -1.405929 -1.803085 3.871232 0.42 0.44 -0.14 0.4312
H -0.069770 -1.302590 4.854552 -0.27 0.10 -0.12 0.3937

---

Record 4
15
Properties=species:S:1:pos:R:3:forces:R:3:lowdin_charge:R:1 method="wB97M-V/def2-TZVPD" relative_energy_kcal_mol=142.3 energy_ha=-304.23923 charge=-1 spin_multiplicity=1
C 0.317416 0.643325 -0.977225 0.08 1.11 -0.47 -0.3085
N 0.565725 -0.689540 -0.465034 -0.50 0.95 0.08 -0.1038
C 1.465275 -0.835394 0.779961 0.70 2.04 1.65 -0.5111
O 1.697396 0.281282 1.597902 -0.52 -1.02 -2.05 -0.4367
C -1.235389 0.762691 -1.308542 1.22 -0.88 -0.54 -0.3107
N -1.979148 -0.298635 -0.983158 -0.13 3.69 0.02 -0.0159
H 0.513693 1.565104 -0.309634 0.13 -1.53 -0.25 0.1119
H 0.931773 0.882320 -1.913996 -0.96 -0.20 0.76 0.1029
H -0.419135 -1.068242 -0.380315 1.81 0.12 0.44 0.0325
H 0.890749 -1.506706 1.424586 0.05 -1.12 -0.32 0.0285
H 2.471587 -1.280230 0.451164 -1.22 0.14 0.06 0.0729
H -1.632721 0.498953 -0.066926 -0.70 -1.38 -0.49 0.1359
H -1.518903 1.771661 -1.895899 0.08 -1.93 0.99 0.1199
H -1.051969 -0.722692 1.978043 -0.20 -0.70 -0.07 0.0372
H -1.016348 -0.003897 2.069075 0.15 0.70 0.19 0.0451